Entry 1:
The following is a quantum chemistry calculation of the ion C4H11NPS with charge +1 at a distorted geometry, from the Open Molecules 2025 dataset.

Structure (XYZ):
```
18
Properties=species:S:1:pos:R:3:mulliken_charge:R:1
C -1.71019 -0.85617 0.37043 -0.899
C -1.02872 1.69022 -0.18521 -0.822
C -0.37590 -0.54751 -0.10735 -0.335
C 0.12480 0.84714 0.24648 -0.488
N 0.60148 -1.59762 0.33330 -0.224
P 1.99339 0.96369 -0.39620 -0.089
S -2.55302 0.73851 0.13787 -0.037
H -2.34436 -1.55985 -0.20976 0.435
H -1.64617 -1.26490 1.39664 0.395
H -1.05736 2.65333 0.28453 0.443
H -1.03022 1.83953 -1.24113 0.423
H -0.46125 -0.65053 -1.24318 0.162
H 0.30097 0.86467 1.29610 0.526
H 0.75780 -1.37279 1.41568 0.501
H 1.52173 -1.36391 -0.11690 0.319
H 0.16049 -2.51135 0.29728 0.474
H 2.21029 1.93624 0.68115 0.113
H 1.74423 1.95840 -1.43783 0.103
```

Summary:
charge: +1
lowest unoccupied orbital energy (alpha / beta): -3.31 / -6.54 eV
Kohn-Sham gap (alpha / beta): 0.1627 / 0.2786 Eh
multiplicity: 3

---

Entry 2:
The following is a quantum chemistry calculation of an isolated molecule of C4H11NS at a distorted geometry, from the Open Molecules 2025 dataset.

Structure (XYZ):
```
17
Properties=species:S:1:pos:R:3:mulliken_charge:R:1
C -2.03061 1.31633 -1.14701 -0.699
N -0.88887 0.80104 -0.04395 -0.468
C 0.03695 -0.37083 0.17268 0.593
C 0.55004 -0.46978 1.72419 -1.432
C 1.32573 -0.34274 -0.69705 -1.043
S 2.32686 -1.96867 -1.23255 -0.153
H -1.73559 1.29528 -2.13979 0.345
H -3.04093 0.79652 -0.78973 0.228
H -2.23854 2.51272 -0.97426 0.225
H -1.28167 0.86365 0.94177 0.213
H -0.52153 -1.30651 -0.20607 0.170
H 1.03763 -1.34801 1.88724 0.484
H 0.99371 0.46753 1.98314 0.408
H -0.38364 -0.60297 2.43205 0.332
H 1.09845 0.20092 -1.67696 0.346
H 2.12147 0.23120 -0.25280 0.362
H 2.63054 -2.07567 0.01910 0.089
```

Summary:
ΔE to the lowest compared entry with this formula, charge and spin: 312.7 kJ/mol
lowest unoccupied orbital energy: 0.93 eV
Kohn-Sham gap: 0.3450 Eh
multiplicity: 1

---

| no. | M (g/mol) | calculated total energy (Ha) |
| --- | --- | --- |
| 1 | 136.180 | -952.82850 |
| 2 | 105.206 | -611.82302 |